The following is a quantum chemistry calculation of one molecule with the formula C19H23F3N2O2 at a distorted geometry, from OMol25.

XYZ file:
```
49
Properties=species:S:1:pos:R:3:lowdin_charge:R:1
O -1.430 -0.363 1.089 0.083
C -1.864 -0.491 -0.079 -0.253
C -2.880 -1.448 -0.301 -0.091
C -3.542 -2.402 0.535 0.108
C -4.471 -3.237 -0.037 -0.162
C -5.196 -4.114 0.889 -0.567
F -5.359 -3.484 2.114 0.097
F -6.432 -4.454 0.430 0.137
F -4.321 -5.071 1.130 0.174
C -4.865 -3.168 -1.379 0.047
C -4.105 -2.224 -2.280 0.059
C -3.162 -1.338 -1.631 -0.198
N -2.309 -0.404 -2.271 0.077
C -1.205 0.019 -1.338 -0.353
C -0.904 1.480 -1.569 -0.071
C 0.482 1.959 -0.945 -0.141
N 1.563 0.967 -1.219 -0.144
C 2.963 1.319 -0.761 -0.103
C 3.074 1.942 0.703 -0.301
C 2.551 1.033 1.881 -0.108
C 2.645 1.684 3.274 -0.204
O 4.006 1.811 3.539 -0.135
C 4.682 2.613 2.555 -0.176
C 4.472 2.259 1.062 -0.186
C 1.204 -0.450 -1.115 -0.180
C -0.057 -0.789 -1.860 -0.106
H -3.452 -2.329 1.545 0.104
H -5.532 -3.879 -1.828 0.105
H -4.225 -2.375 -3.351 0.092
H -2.362 -0.392 -3.330 0.177
H -1.761 2.056 -1.330 0.108
H -0.710 1.665 -2.649 0.128
H 0.141 2.156 0.088 0.107
H 0.816 2.909 -1.335 0.109
H 3.591 0.395 -0.918 0.131
H 3.318 2.032 -1.514 0.111
H 2.495 2.855 0.776 0.131
H 3.006 0.036 1.915 0.134
H 1.487 1.061 1.815 0.090
H 2.252 2.605 3.261 0.085
H 2.130 1.040 3.932 0.120
H 4.411 3.647 2.725 0.106
H 5.841 2.643 2.735 0.152
H 5.091 1.399 0.754 0.123
H 4.859 3.074 0.462 0.115
H 1.150 -0.725 -0.066 0.115
H 2.009 -1.026 -1.531 0.113
H 0.065 -0.667 -2.892 0.114
H -0.162 -1.827 -1.679 0.126
```

Output
Relative energy (zero: lowest compared OMol25 entry of this formula, charge and spin), kJ/mol: 264.7
Maximum force, Eh/bohr: 0.12560
Lowest unoccupied orbital energy, eV: -0.44
SMILES: O=C1c2cc(C(F)(F)F)ccc2NC12CCN(CC1CCOCC1)CC2
Total charge: 0
E_tot, eV: -35301.086

---

The following is a quantum chemistry calculation of C35H60GeN3O3RhS2Si2 as an isolated structure at a distorted geometry, from OMol25.

XYZ file:
```
107
Properties=species:S:1:pos:R:3:lowdin_charge:R:1
Rh -0.223 -0.237 -0.077 0.534
C 3.390 -4.411 1.110 -0.202
Si 2.856 -4.008 2.883 0.584
C 1.789 -5.392 3.643 -0.158
C 4.371 -3.528 3.923 -0.163
C 1.718 -2.467 3.029 -0.231
C 1.596 -1.872 4.281 -0.050
C 0.882 -0.699 4.452 -0.024
C 0.276 -0.130 3.341 -0.139
N 0.349 -0.693 2.149 -0.064
C 1.033 -1.839 1.990 -0.727
S 0.956 -2.404 0.354 0.734
H 4.253 -5.069 1.147 0.039
H 3.680 -3.522 0.556 0.012
H 2.612 -4.920 0.549 0.016
H 2.376 -6.300 3.714 0.033
H 0.917 -5.601 3.030 0.029
H 1.448 -5.133 4.640 0.030
H 5.154 -4.270 3.808 0.035
H 4.148 -3.460 4.982 0.029
H 4.780 -2.571 3.608 0.038
H 2.077 -2.332 5.130 0.112
H 0.794 -0.233 5.419 0.117
H -0.308 0.778 3.421 0.111
N -0.038 2.035 0.618 -0.021
C 0.004 3.041 -0.449 -0.240
C 1.300 2.995 -1.255 -0.169
C 1.446 1.768 -2.150 -0.246
N 1.604 0.521 -1.397 0.008
H -0.887 2.170 1.169 0.081
H 0.760 2.158 1.239 0.102
H -0.093 4.045 -0.019 0.129
H -0.851 2.866 -1.107 0.114
H 2.153 3.062 -0.578 0.121
H 1.320 3.879 -1.894 0.130
H 2.315 1.929 -2.801 0.133
H 0.564 1.669 -2.785 0.100
H 2.445 0.562 -0.822 0.115
H 1.691 -0.259 -2.048 0.071
Ge -2.885 -0.323 -0.001 0.763
C -4.631 -1.100 -0.517 -0.360
C -5.701 -0.222 -0.613 -0.129
C -6.952 -0.699 -0.955 -0.063
C -7.132 -2.048 -1.211 -0.056
C -6.073 -2.929 -1.075 -0.062
C -4.821 -2.455 -0.726 -0.115
C -2.717 -0.725 2.002 -0.318
C -2.510 -1.972 2.565 -0.108
C -2.739 -2.153 3.921 -0.051
C -3.170 -1.097 4.706 -0.049
C -3.364 0.152 4.141 -0.057
C -3.125 0.340 2.790 -0.140
H -3.116 1.199 -0.067 -0.008
H -5.548 0.831 -0.417 0.097
H -7.781 -0.012 -1.022 0.114
H -8.101 -2.418 -1.506 0.114
H -6.218 -3.985 -1.236 0.110
H -3.987 -3.133 -0.618 0.081
H -2.184 -2.809 1.962 0.109
H -2.609 -3.132 4.360 0.118
H -3.377 -1.248 5.753 0.118
H -3.725 0.976 4.738 0.118
H -3.291 1.312 2.343 0.093
C 1.892 -3.005 -5.086 -0.009
C 0.772 -1.970 -5.197 -0.600
C -0.029 -2.191 -6.474 -0.010
C 1.340 -0.553 -5.156 -0.011
O -0.079 -2.154 -4.035 -0.124
Si -1.613 -1.914 -3.668 0.029
S -1.540 -0.375 -1.955 0.475
O -2.309 -3.120 -2.885 -0.134
C -2.056 -4.548 -2.945 -0.602
C -1.846 -4.962 -4.395 -0.010
C -0.817 -4.836 -2.108 -0.018
C -3.281 -5.261 -2.379 -0.016
O -2.387 -1.070 -4.764 -0.122
C -3.699 -0.589 -5.116 -0.608
C -4.284 0.171 -3.932 -0.030
C -4.582 -1.773 -5.491 -0.006
C -3.500 0.332 -6.317 -0.011
H 2.594 -2.867 -5.904 0.099
H 1.493 -4.014 -5.146 0.087
H 2.428 -2.903 -4.146 0.087
H 0.630 -2.176 -7.337 0.104
H -0.778 -1.415 -6.590 0.076
H -0.527 -3.156 -6.441 0.085
H 1.936 -0.362 -6.044 0.103
H 1.978 -0.427 -4.284 0.069
H 0.528 0.169 -5.120 0.088
H -0.884 -4.612 -4.752 0.064
H -2.632 -4.546 -5.020 0.096
H -1.873 -6.043 -4.481 0.103
H 0.026 -4.264 -2.484 0.073
H -0.578 -5.892 -2.151 0.102
H -0.986 -4.553 -1.073 0.069
H -4.177 -4.967 -2.919 0.092
H -3.412 -5.045 -1.323 0.074
H -3.145 -6.333 -2.484 0.099
H -4.330 -0.488 -3.067 0.054
H -5.289 0.508 -4.163 0.104
H -3.668 1.033 -3.685 0.085
H -4.676 -2.454 -4.648 0.082
H -4.155 -2.310 -6.334 0.095
H -5.571 -1.420 -5.769 0.100
H -2.813 1.140 -6.080 0.091
H -4.455 0.761 -6.602 0.098
H -3.111 -0.233 -7.159 0.089
```

Output
Relative energy (zero: lowest compared OMol25 entry of this formula, charge and spin), kJ/mol: 260.3
Maximum force, Eh/bohr: 0.07706
Lowest unoccupied orbital energy (spin up / spin down), eV: -7.98 / -8.13
Total charge: +2
E_tot, eV: -144823.318

---

The following is a quantum chemistry calculation of a 2-piece molecular cluster, C5H5N3OS overall at a distorted geometry, from OMol25.

XYZ file:
```
15
Properties=species:S:1:pos:R:3:lowdin_charge:R:1
C 2.265 -0.200 -1.405 -0.219
C -1.085 -0.019 -0.628 -0.161
C 2.113 -0.069 1.078 -0.668
C -1.131 -1.466 -0.822 -0.358
C 0.799 -0.444 0.425 -0.484
N 2.667 -0.125 -2.479 -0.035
N -0.091 0.484 -0.029 0.063
N 2.300 1.221 1.191 0.190
O 2.763 -1.022 1.462 0.046
S 0.270 -2.076 0.203 1.070
H -1.890 0.551 -1.231 0.168
H -1.942 -1.873 -0.366 0.044
H -1.035 -1.898 -1.850 0.129
H 1.644 1.712 0.592 0.104
H 3.260 1.379 1.086 0.112
```

Output
Relative energy (zero: lowest compared OMol25 entry of this formula, charge and spin), kJ/mol: 220.5
Maximum force, Eh/bohr: 0.08265
Lowest unoccupied orbital energy (spin up / spin down), eV: -2.06 / -2.06
Total charge: 0
E_tot, eV: -22615.416

---

The following is a quantum chemistry calculation of one molecule with the formula C2H5NO2 at a distorted geometry, from OMol25.

XYZ file:
```
10
Properties=species:S:1:pos:R:3:lowdin_charge:R:1
N -0.206 -1.319 0.372 0.151
C -0.469 0.006 0.633 -0.517
O -0.957 0.407 1.670 0.059
C -0.067 0.941 -0.557 -0.168
O 1.186 0.475 -1.025 -0.065
H -0.557 -2.054 0.973 0.116
H 0.315 -1.582 -0.451 0.101
H -0.831 0.843 -1.327 0.123
H 0.038 1.982 -0.222 0.126
H 1.430 0.235 -0.127 0.073
```

Output
Relative energy (zero: lowest compared OMol25 entry of this formula, charge and spin), kJ/mol: 86.0
Maximum force, Eh/bohr: 0.04192
Lowest unoccupied orbital energy, eV: 0.75
SMILES: NC(=O)CO
Total charge: 0
E_tot, eV: -7739.860